[1]
Computed, not measured: a 5-piece molecular cluster, C4H19N2O5 overall, with ωB97M-V with the def2-TZVPD basis set.

Values from the calculation:
HOMO (alpha / beta) in eV: -18.3543 / -18.3310
Energy in eV: -17653.6968
Frontier orbital gap (alpha / beta) in hartree: 0.40204 / 0.20421
Relative energy (zero: lowest compared OMol25 entry of this formula, charge and spin) in eV: 1.198

Structure (ORCA input):
```
! wB97M-V def2-TZVPD RIJCOSX def2/J DEFGRID3
* xyz 2 2
O -1.47 0.23 0.51
C -0.59 0.96 0.86
N -0.85 2.32 1.15
C 0.14 3.38 1.09
C 0.74 0.25 1.01
N 0.52 -1.22 0.54
C 1.42 -2.15 1.28
H -1.84 2.46 1.26
H 0.96 3.19 1.86
H 0.41 3.59 0.09
H -0.35 4.23 1.49
H 1.58 0.65 0.46
H 0.93 0.45 2.07
H 0.84 -1.28 -0.48
H -0.55 -1.60 0.59
H 1.18 -2.26 2.28
H 2.40 -1.98 1.06
H 1.23 -3.18 0.77
H 1.01 1.90 -2.63
H -0.15 1.40 -1.82
O 0.90 1.48 -1.77
H -1.89 -0.50 -1.82
H -2.98 -1.09 -2.46
O -2.18 -1.31 -2.10
H 1.64 -0.21 -1.90
H 1.40 -1.48 -2.35
O 1.76 -1.02 -1.65
H -2.53 -2.21 0.90
H -1.92 -2.50 -0.62
O -1.73 -2.48 0.33
*
```

[2]
Computed, not measured: an isolated ion of composition C4H5O4P and charge -2, with ωB97M-V with the def2-TZVPD basis set.

Values from the calculation:
HOMO in eV: -0.3813
Energy in eV: -21708.0497
Frontier orbital gap in hartree: 0.25705
SMILES: C[C@H]1[C@H](C(=O)[O-])[P@@]1(=O)[O-]
Relative energy (zero: lowest compared OMol25 entry of this formula, charge and spin) in eV: 1.092

Structure (ORCA input):
```
! wB97M-V def2-TZVPD RIJCOSX def2/J DEFGRID3
* xyz -2 1
C 0.39 0.23 -0.63
C -0.12 -0.98 0.27
C -1.14 -0.48 1.51
C -0.82 -0.19 2.99
O -1.71 0.33 3.66
O 0.28 -0.55 3.46
P -1.71 -1.87 0.40
O -1.61 -3.30 0.71
O -2.70 -1.43 -0.65
H -0.46 0.78 -1.14
H 1.05 -0.20 -1.31
H 0.75 1.08 0.06
H 0.66 -1.61 0.65
H -1.68 0.38 1.06
*
```

[3]
Computed, not measured: a 15-piece molecular cluster, C43H49Cl4F11O39 overall, with ωB97M-V with the def2-TZVPD basis set.

Values from the calculation:
HOMO in eV: -10.8569
Energy in eV: -205221.5490
Frontier orbital gap in hartree: 0.38011
Relative energy (zero: lowest compared OMol25 entry of this formula, charge and spin) in eV: 0.000

Structure (ORCA input):
```
! wB97M-V def2-TZVPD RIJCOSX def2/J DEFGRID3
* xyz 0 1
C -0.38 0.26 1.12
C 0.16 -0.81 0.15
C -0.82 -1.84 -0.42
O -0.57 -1.74 -1.82
C 0.17 -0.68 -2.13
O 0.33 -0.32 -3.27
O 0.59 -0.08 -1.04
H 0.43 0.66 1.73
H -0.97 -0.28 1.87
H -1.06 0.94 0.61
H 0.99 -1.32 0.64
H -1.80 -1.50 -0.10
H -0.52 -2.85 -0.15
C -1.67 -4.08 4.60
C -0.68 -2.95 4.43
C 0.61 -3.09 5.25
O 1.57 -3.56 4.31
C 1.08 -3.46 3.07
O 1.72 -3.69 2.08
O -0.16 -2.97 3.10
H -2.30 -3.83 5.46
H -1.09 -4.99 4.74
H -2.36 -4.07 3.76
H -1.13 -1.99 4.69
H 0.58 -3.81 6.06
H 0.80 -2.10 5.67
C -5.36 -2.21 1.65
Cl -3.69 -1.97 2.12
Cl -5.65 -2.48 -0.08
H -5.84 -2.97 2.25
H -5.82 -1.26 1.92
C 0.12 -2.97 -5.48
Cl 0.57 -1.72 -6.73
Cl 1.58 -3.51 -4.69
H -0.58 -2.49 -4.81
H -0.29 -3.85 -5.95
C -3.95 1.65 -2.73
C -3.63 0.18 -2.63
O -4.89 -0.47 -2.87
C -5.88 0.45 -2.77
O -7.03 0.18 -2.73
O -5.38 1.69 -2.80
F -3.19 -0.23 -1.41
H -3.46 2.06 -3.62
H -3.67 2.21 -1.84
H -2.95 -0.15 -3.42
C -4.30 -4.39 -3.02
C -3.07 -3.52 -3.28
O -3.06 -3.41 -4.66
C -3.76 -4.43 -5.21
O -3.85 -4.64 -6.38
O -4.31 -5.15 -4.24
F -1.95 -4.13 -2.79
H -5.15 -3.71 -2.95
H -4.25 -5.09 -2.19
H -3.20 -2.56 -2.78
C -0.46 1.73 -5.15
C -1.63 2.48 -5.75
O -1.20 3.83 -5.69
C -0.14 3.95 -4.91
O 0.44 4.94 -4.58
O 0.26 2.73 -4.45
F -2.78 2.34 -5.02
H 0.08 1.14 -5.90
H -0.86 0.97 -4.48
H -1.89 2.25 -6.78
C 2.35 2.31 -2.45
C 3.68 2.61 -3.16
O 4.20 3.66 -2.35
C 3.68 3.51 -1.11
O 4.05 4.13 -0.16
O 2.69 2.61 -1.10
F 3.40 3.02 -4.42
H 2.19 1.24 -2.58
H 1.51 2.94 -2.73
H 4.36 1.76 -3.24
C 3.60 1.09 4.29
C 2.91 -0.14 3.70
O 2.80 -1.02 4.80
C 3.60 -0.58 5.82
O 3.76 -1.13 6.86
O 4.17 0.57 5.48
F 3.59 -0.76 2.70
H 2.92 1.91 4.47
H 4.38 1.44 3.62
H 1.90 0.01 3.32
C 2.59 -4.67 -0.51
C 2.41 -6.20 -0.24
O 2.73 -6.86 -1.44
C 3.08 -5.95 -2.39
O 3.43 -6.26 -3.49
O 3.06 -4.72 -1.86
F 1.08 -6.44 0.02
H 3.31 -4.36 0.24
H 1.65 -4.14 -0.53
H 2.96 -6.51 0.65
C 0.27 3.18 -0.43
C 0.72 4.56 -0.91
O -0.29 4.85 -1.85
C -0.88 3.71 -2.29
O -1.62 3.69 -3.21
O -0.42 2.68 -1.56
F 1.94 4.60 -1.47
H -0.40 3.30 0.42
H 1.15 2.58 -0.21
H 0.66 5.25 -0.07
C -3.48 2.52 2.33
C -4.14 3.64 1.53
O -5.34 3.04 1.14
C -5.25 1.69 1.25
O -6.03 0.93 0.74
O -4.12 1.35 1.84
F -3.42 3.75 0.33
H -3.85 2.50 3.37
H -2.40 2.49 2.43
H -4.22 4.63 1.97
C -1.48 2.01 7.06
C -0.06 1.76 7.53
O 0.57 1.52 6.29
C -0.36 1.05 5.40
O -0.10 0.56 4.35
O -1.59 1.13 5.95
F 0.02 0.66 8.33
H -1.61 3.03 6.70
H -2.17 1.75 7.86
H 0.33 2.57 8.15
C 3.13 5.94 2.18
C 4.16 5.01 2.84
O 3.41 3.88 3.18
C 2.13 4.00 2.82
O 1.28 3.16 2.93
O 1.91 5.20 2.27
F 4.67 5.64 3.95
H 3.47 6.04 1.16
H 3.01 6.90 2.69
H 4.98 4.79 2.17
C 4.35 -1.21 -3.68
C 4.90 -2.53 -3.18
O 4.68 -2.40 -1.78
C 3.63 -1.57 -1.63
O 3.13 -1.39 -0.56
O 3.31 -0.96 -2.77
F 6.24 -2.64 -3.37
H 4.03 -1.30 -4.72
H 5.22 -0.54 -3.65
H 4.41 -3.41 -3.60
*
```

[4]
Computed, not measured: C22H27BN7O2SbTl as an isolated structure, with ωB97M-V with the def2-TZVPD basis set.

Values from the calculation:
HOMO in eV: -5.2556
Energy in eV: -49687.7233
Frontier orbital gap in hartree: 0.27783
Relative energy (zero: lowest compared OMol25 entry of this formula, charge and spin) in eV: 0.131

Structure (ORCA input):
```
! wB97M-V def2-TZVPD RIJCOSX def2/J DEFGRID3
* xyz -1 1
Tl 0.39 1.73 1.43
O -3.36 -0.61 3.42
C -4.01 -1.13 2.37
C -5.03 -2.06 2.63
C -5.73 -2.63 1.59
C -5.44 -2.30 0.27
C -4.44 -1.38 0.01
C -3.71 -0.78 1.05
C -2.63 0.20 0.76
O -1.93 0.62 1.74
N -2.50 0.55 -0.52
N -1.43 1.36 -0.74
C -1.36 1.82 -1.93
C -0.27 2.70 -2.35
C -0.19 3.10 -3.69
C 0.84 3.93 -4.09
C 1.77 4.34 -3.15
C 1.62 3.90 -1.84
N 0.63 3.10 -1.45
H -2.67 -0.01 3.03
H -5.23 -2.31 3.66
H -6.51 -3.35 1.81
H -5.98 -2.75 -0.55
H -4.19 -1.09 -1.00
H -2.12 1.57 -2.66
H -0.94 2.75 -4.39
H 0.92 4.24 -5.12
H 2.59 4.99 -3.41
H 2.33 4.18 -1.07
B 3.43 0.07 3.02
N 2.12 -0.78 3.14
C 1.96 -1.72 4.08
C 0.70 -2.26 3.95
C 0.15 -1.56 2.87
N 1.01 -0.67 2.39
N 3.48 0.91 1.72
C 4.02 2.14 1.64
C 4.11 2.50 0.31
C 3.58 1.39 -0.36
N 3.21 0.43 0.48
H 4.38 -0.68 3.07
H 3.46 0.88 3.93
H 2.76 -1.95 4.76
H 0.25 -3.05 4.53
H -0.83 -1.66 2.41
H 4.29 2.66 2.54
H 4.49 3.42 -0.10
H 3.43 1.25 -1.43
C 1.43 -3.39 -1.38
Sb 0.49 -1.46 -1.13
C -1.15 -1.96 -2.44
C 1.68 -0.58 -2.70
H 1.40 -3.69 -2.43
H 0.91 -4.13 -0.78
H 2.47 -3.34 -1.05
H -0.78 -2.39 -3.37
H -1.74 -1.07 -2.64
H -1.80 -2.68 -1.94
H 1.54 -1.14 -3.63
H 2.73 -0.61 -2.42
H 1.40 0.46 -2.87
*
```

[5]
Computed, not measured: a 2-piece molecular cluster, C3H2NP overall, with ωB97M-V with the def2-TZVPD basis set.

Values from the calculation:
HOMO (alpha / beta) in eV: -8.1841 / -8.2276
Energy in eV: -13917.0521
Frontier orbital gap (alpha / beta) in hartree: 0.24272 / 0.24435
Relative energy (zero: lowest compared OMol25 entry of this formula, charge and spin) in eV: 2.336

Structure (ORCA input):
```
! wB97M-V def2-TZVPD RIJCOSX def2/J DEFGRID3
* xyz 0 1
C -1.62 0.15 -1.45
C 1.38 -0.27 0.62
C 1.30 0.24 1.73
N -1.47 0.98 -0.68
P 1.42 -1.17 -0.86
H -2.04 -0.51 -2.14
H 1.03 0.58 2.77
*
```

[6]
Computed, not measured: a 2-piece molecular cluster, C8H20INO overall, with ωB97M-V with the def2-TZVPD basis set.

Values from the calculation:
HOMO in eV: -6.9378
Energy in eV: -20256.8401
Frontier orbital gap in hartree: 0.26236
Relative energy (zero: lowest compared OMol25 entry of this formula, charge and spin) in eV: 0.166

Structure (ORCA input):
```
! wB97M-V def2-TZVPD RIJCOSX def2/J DEFGRID3
* xyz 0 1
I 9.82 8.55 8.14
C 9.26 7.26 4.67
C 8.02 6.44 4.68
N 7.73 5.64 5.89
C 6.68 4.62 5.71
C 8.98 4.97 6.38
C 9.52 3.90 5.42
C 7.29 6.49 7.03
C 6.35 7.67 6.74
O 5.10 7.30 6.27
C 4.18 8.21 5.93
H 9.39 7.77 5.61
H 9.22 7.98 3.84
H 10.16 6.64 4.54
H 8.08 5.77 3.83
H 7.07 7.03 4.44
H 6.93 4.04 4.84
H 5.78 5.18 5.55
H 6.52 4.11 6.71
H 8.78 4.50 7.32
H 9.63 5.87 6.64
H 10.61 3.93 5.32
H 9.23 4.08 4.37
H 9.18 2.92 5.60
H 8.19 6.92 7.48
H 6.88 5.89 7.82
H 6.78 8.41 6.08
H 6.22 8.20 7.75
H 4.67 8.84 5.23
H 3.85 8.79 6.79
H 3.35 7.69 5.48
*
```